58
Properties=species:S:1:pos:R:3:forces:R:3 method="wB97M-V/def2-TZVPD" total_charge=+1 lumo_ev=-2.815 e_tot_ha=-1859.03352 gap_ev=7.28
Rh 0.397 0.720 0.342 -0.1 -0.1 -0.3
C 0.472 2.509 1.499 0.0 -0.1 0.0
C 1.312 2.633 0.348 -0.1 0.0 0.1
C 2.355 1.635 0.458 0.0 0.0 0.0
C 2.127 0.886 1.634 -0.1 -0.1 0.1
C 0.932 1.388 2.273 0.1 0.2 0.1
C 0.341 0.973 3.580 0.0 0.1 0.1
C 2.964 -0.263 2.092 0.0 0.0 0.0
C 3.526 1.483 -0.454 0.0 0.0 0.0
C 1.212 3.648 -0.744 0.0 0.0 0.0
C -0.752 3.296 1.822 0.1 0.0 0.0
H 0.586 1.711 4.348 0.0 0.0 0.0
H 0.724 0.011 3.913 0.0 0.0 0.0
H -0.745 0.913 3.517 0.0 0.0 0.0
H 3.987 0.070 2.274 0.0 0.0 0.0
H 2.995 -1.049 1.337 0.0 0.0 0.0
H 2.581 -0.695 3.014 0.0 0.0 0.0
H 4.398 1.972 -0.013 0.0 0.0 0.0
H 3.345 1.946 -1.422 0.0 0.0 0.0
H 3.781 0.434 -0.610 0.0 0.0 0.0
H 2.076 4.314 -0.714 0.0 0.0 0.0
H 0.315 4.253 -0.646 0.0 0.0 0.0
H 1.191 3.173 -1.726 0.0 0.0 0.0
H -0.660 3.721 2.823 0.0 0.0 0.0
H -1.634 2.655 1.795 0.0 0.0 0.0
H -0.905 4.111 1.118 0.0 0.0 0.0
I -4.831 0.666 0.295 0.0 0.0 0.0
C -3.468 0.409 -1.252 0.0 0.0 0.0
C -3.922 0.146 -2.557 0.0 0.0 0.0
C -3.051 -0.048 -3.595 0.0 0.0 0.0
I -3.814 -0.439 -5.496 0.0 0.0 0.0
C -1.654 0.014 -3.362 0.0 0.0 0.0
C -0.649 -0.193 -4.332 0.0 0.0 0.0
C 0.671 -0.132 -3.982 0.0 0.0 0.0
C 1.016 0.152 -2.652 0.0 0.0 0.0
N 0.107 0.362 -1.728 0.0 0.1 0.0
C -1.216 0.290 -2.048 0.0 0.0 0.0
C -2.119 0.496 -0.963 -0.1 -0.1 0.0
O -1.643 0.739 0.232 0.1 0.0 0.1
H -4.988 0.096 -2.732 0.0 0.0 0.0
H -0.937 -0.404 -5.354 0.0 0.0 0.0
H 1.453 -0.296 -4.709 0.0 0.0 0.0
H 2.051 0.203 -2.343 0.0 0.0 0.0
C 0.262 -3.848 -0.566 0.0 0.0 0.0
N -0.477 -3.501 0.646 0.0 0.0 0.0
C -1.201 -4.542 1.376 0.0 0.0 0.0
C -0.482 -2.224 1.019 0.0 0.1 0.0
C -1.227 -1.782 2.240 0.1 0.0 0.0
O 0.168 -1.405 0.326 0.3 -0.2 0.0
H 0.175 -4.916 -0.738 0.0 0.0 0.0
H 1.314 -3.585 -0.460 0.0 0.0 0.0
H -0.138 -3.310 -1.425 0.0 0.0 0.0
H -0.993 -5.497 0.905 0.0 0.0 0.0
H -2.277 -4.376 1.345 0.0 0.0 0.0
H -0.873 -4.600 2.413 0.0 0.0 0.0
H -1.877 -2.541 2.660 0.0 0.0 0.0
H -1.801 -0.893 1.978 0.0 0.0 0.0
H -0.496 -1.490 2.998 -0.1 -0.1 -0.1



47
Properties=species:S:1:pos:R:3:forces:R:3 method="wB97M-V/def2-TZVPD" total_charge=+2 lumo_ev="-7.685 / -7.684" e_tot_ha=-3249.32991 gap_ev="6.48 / 6.77" spin_multiplicity=5 s_squared=6.16
C 4.445 3.168 -1.334 -0.5 0.1 0.5
C 4.660 2.057 -2.209 2.3 -3.4 -4.0
H 5.283 3.904 -1.493 -0.7 -0.6 0.1
H 4.379 2.779 -0.295 0.3 0.2 -0.4
H 3.434 3.582 -1.547 0.6 0.0 -0.1
O 5.007 1.263 -2.980 -2.0 3.7 3.9
I 1.727 -0.491 -1.617 2.3 -1.0 -2.3
Mn 0.575 0.727 0.031 -2.2 1.6 2.7
P -1.019 1.744 -1.598 0.1 -0.4 -0.3
C -1.655 0.360 -2.593 0.1 0.0 -0.1
C -2.510 2.538 -0.928 0.1 0.1 0.3
H -3.039 3.094 -1.713 0.2 -0.2 0.1
H -1.204 3.167 -3.506 0.4 0.0 0.1
H -2.200 3.228 -0.134 -0.2 -0.1 -0.2
H 0.007 3.817 -2.338 -0.2 -0.2 -0.2
H -2.340 -0.249 -1.996 0.1 0.2 -0.2
H -3.189 1.784 -0.502 0.3 0.2 -0.1
C -0.362 2.912 -2.845 0.1 0.0 0.2
H -2.165 0.737 -3.485 0.0 -0.1 0.1
H 0.455 2.464 -3.436 -0.4 0.1 0.3
H -0.799 -0.260 -2.885 -0.4 0.1 -0.2
P 1.638 -0.506 1.924 0.1 -0.4 -0.4
C 1.454 -2.271 1.524 0.1 0.0 -0.1
C 3.437 -0.304 2.193 -0.1 0.2 0.0
H 0.740 0.734 3.768 0.0 -0.2 0.1
H 1.525 -0.774 4.337 -0.1 0.1 -0.2
H -0.101 -0.833 3.590 0.3 0.2 -0.1
C 0.879 -0.335 3.566 -0.2 0.3 0.0
H 3.647 0.734 2.492 0.0 -0.4 0.0
H 3.707 -0.993 3.008 0.1 0.3 -0.3
H 2.103 -2.875 2.165 -0.2 0.0 -0.1
H 1.736 -2.405 0.474 0.0 -0.2 0.3
H 4.018 -0.550 1.288 -0.3 0.0 0.3
H 0.411 -2.578 1.647 0.2 0.1 0.1
Cl 0.778 2.671 1.120 0.1 0.2 0.0
C -1.233 -2.245 -0.504 0.4 -0.1 -0.4
C -1.767 -1.313 0.498 -0.2 0.2 0.2
N -1.288 -0.136 0.884 0.1 -0.1 -0.1
C -2.164 0.353 1.859 -0.1 -0.4 -0.2
C -3.158 -0.561 2.023 0.0 0.0 0.0
N -2.895 -1.607 1.157 -0.2 0.5 0.5
H -1.015 -3.205 -0.019 0.0 0.1 -0.3
H -1.978 -2.390 -1.298 0.3 -0.1 0.1
H -0.312 -1.812 -0.921 -0.6 -0.6 0.1
H -2.040 1.303 2.371 0.1 -0.3 -0.3
H -4.013 -0.564 2.666 -0.2 0.0 0.1
H -3.441 -2.456 1.028 0.2 0.4 0.1



25
Properties=species:S:1:pos:R:3:forces:R:3 method="wB97M-V/def2-TZVPD" de_lowest_kcal_mol=45.7 total_charge=+1 lumo_ev="-3.365 / -8.942" e_tot_ha=-405.55205 gap_ev="10.81 / 5.19" spin_multiplicity=2 s_squared=0.75
C 2.781 0.747 0.818 -1.5 0.8 -2.1
C 1.237 0.691 0.817 -0.7 -0.8 2.1
C 0.460 1.640 -0.094 -0.2 -1.0 -0.3
C -0.170 0.824 -1.243 0.5 1.8 -1.8
C -1.286 -0.091 -0.733 -1.0 -2.3 1.4
N -2.565 0.249 -1.324 3.0 1.7 -0.9
H 3.087 1.739 0.481 0.2 0.2 0.9
H 3.003 0.193 -0.099 0.8 -0.6 0.6
H 3.244 0.408 1.731 0.2 -0.1 -0.1
H 0.947 -0.363 0.678 0.1 0.0 -0.9
H 0.738 0.687 1.804 1.0 1.1 -0.4
H 1.094 2.436 -0.483 -0.1 0.0 -0.2
H -0.408 2.095 0.387 0.3 0.2 0.4
H 0.519 0.302 -1.918 0.1 -0.7 0.7
H -0.493 1.528 -2.037 -0.6 0.2 0.5
H -1.422 -0.053 0.349 0.3 0.6 0.1
H -1.046 -1.143 -0.896 -0.2 0.1 -0.5
H -2.545 0.168 -2.345 -0.8 -0.6 0.0
H -2.748 1.221 -1.068 -1.1 -0.1 0.2
H -0.107 0.228 3.567 -0.2 -0.2 0.3
H -1.388 -0.621 3.267 0.2 0.1 0.3
O -0.649 -0.148 2.866 -0.5 -0.2 -0.2
H -0.129 -3.348 -0.636 0.1 -0.3 0.0
H 0.385 -2.407 -1.707 0.3 -0.1 -0.2
O 0.282 -3.343 -1.508 -0.3 0.3 0.1